{"formula": "C3H4N2S2", "method": "the ωB97M-V functional and the def2-TZVPD basis", "orbital_gap_ev": [7.91, 7.91], "e_above_lowest_kj_mol": 375.6, "molar_mass_g_mol": 132.21, "homo_ev": [-8.86, -8.86], "species": ["C", "C", "C", "N", "N", "S", "S", "H", "H", "H", "H"], "positions_angstrom": [[-1.33853, 0.31373, 0.75583], [1.21341, -0.52835, 0.52015], [-0.54925, 0.64766, -1.41595], [-2.19475, 0.06226, 1.49281], [-0.39062, 0.60802, 0.00682], [2.16875, -0.88278, -0.66952], [0.95229, -0.69699, 2.14309], [0.40419, 1.24791, -1.72883], [-0.51372, -0.32049, -1.95788], [-1.53392, 1.26478, -1.47706], [1.78215, -1.71576, 2.33053]], "forces_ev_per_angstrom": [[-3.22, -1.06, 2.32], [-1.81, 1.48, -1.88], [0.92, 2.34, -0.38], [-0.54, -0.14, 0.54], [5.64, -0.99, -1.07], [-0.09, -0.05, 0.14], [-0.60, 0.15, 1.04], [-2.08, -0.82, -0.20], [-0.48, 0.43, 0.45], [1.77, -1.12, -0.92], [0.49, -0.23, -0.03]], "nbo_charge": [0.372, -0.286, -0.428, -0.416, -0.510, 0.197, 0.272, 0.211, 0.203, 0.238, 0.146]}